[1]
Formula: C6H13P
Source: OMol25
Level of theory: the ωB97M-V functional and the def2-TZVPD basis

Element x y z (Å)
1 C -1.436 -0.316 0.230
2 C -0.049 0.343 0.329
3 C -1.789 -1.658 -0.129
4 C 0.318 0.871 1.626
5 C 2.040 0.771 -1.066
6 C 1.022 -0.267 -0.506
7 P -1.405 1.286 -0.692
8 H -2.152 -0.212 1.609
9 H -2.524 -2.096 0.607
10 H -0.914 -2.237 0.084
11 H -2.067 -1.703 -1.263
12 H -0.282 1.751 1.637
13 H 1.444 1.133 1.615
14 H -0.076 0.243 2.424
15 H 1.453 1.608 -1.536
16 H 2.777 0.361 -1.796
17 H 2.477 1.118 -0.044
18 H 1.608 -0.884 0.043
19 H 0.583 -0.822 -1.310
20 H -1.030 0.711 -1.862

Values from the calculation:
Electronic energy (Eh): -577.611711
Kohn-Sham gap (eV): 9.7
Charge: 0
HOMO (eV): -8.7701

***

[2]
Formula: C6H14
Source: OMol25
Level of theory: the ωB97M-V functional and the def2-TZVPD basis

Element x y z (Å)
1 C 2.842 0.304 0.029
2 C 1.475 -0.328 -0.125
3 C 0.309 0.472 0.374
4 C -1.003 -0.307 0.345
5 C -2.098 0.520 1.011
6 C -1.434 -0.734 -1.060
7 H 2.928 1.365 0.282
8 H 2.419 0.137 -1.072
9 H 3.721 -0.313 0.235
10 H 1.226 -0.400 -1.484
11 H 1.505 -1.387 0.093
12 H 0.239 1.384 -0.240
13 H 0.515 0.809 1.399
14 H -0.846 -1.217 0.945
15 H -3.040 -0.034 1.046
16 H -1.823 0.795 2.036
17 H -2.274 1.447 0.450
18 H -2.399 -1.253 -1.017
19 H -1.552 0.142 -1.711
20 H -0.709 -1.401 -1.536

Values from the calculation:
Electronic energy (Eh): -236.879523
Kohn-Sham gap (eV): 9.4
Charge: 0
HOMO (eV): -8.3274

***

[3]
Formula: C6H14
Source: OMol25
Level of theory: the ωB97M-V functional and the def2-TZVPD basis

Element x y z (Å)
1 C -1.605 0.004 -2.007
2 C -0.862 -0.654 -0.861
3 C 0.011 0.249 0.018
4 C -0.591 1.479 0.665
5 C 0.738 -0.665 1.092
6 C 2.252 -0.589 1.197
7 H -2.674 0.151 -1.717
8 H -0.974 0.734 -2.506
9 H -1.589 -0.629 -2.922
10 H -0.168 -1.405 -1.267
11 H -1.512 -1.202 -0.138
12 H 0.928 0.399 -0.588
13 H -1.623 1.503 0.287
14 H -0.279 2.403 0.152
15 H -0.626 1.564 1.757
16 H 0.462 -0.207 2.052
17 H 0.188 -1.595 1.172
18 H 2.462 0.481 1.012
19 H 2.672 -0.859 2.161
20 H 2.789 -1.163 0.440

Values from the calculation:
Electronic energy (Eh): -236.952039
Kohn-Sham gap (eV): 11.6
Charge: 0
HOMO (eV): -10.4425
Structure (SMILES): CCC(C)CC